Entry i
{"formula": "C2H9N2", "method": "ωB97M-V/def2-TZVPD", "species": ["N", "H", "H", "H", "H", "C", "C", "N", "H", "H", "H", "H", "H"], "coordinates": [[0.3627, -2.0458, 0.1305], [0.0319, -2.5621, 0.9359], [1.3703, -2.1168, 0.0726], [-0.0080, -2.4426, -0.7364], [0.0350, -0.6407, 0.1632], [0.6333, 1.3263, -0.6952], [-1.2790, 1.0174, 0.7038], [-0.2869, 0.5018, 0.1130], [0.4564, 1.0692, -1.7366], [1.6426, 1.0620, -0.3869], [0.4699, 2.3871, -0.5610], [-1.9535, 0.3663, 1.2441], [-1.4747, 2.0778, 0.7531]], "orbital_gap_ev": 11.8385, "total_charge": 1, "spin_multiplicity": 1, "homo_ev": -15.8183, "lumo_energy_ev": -3.98}

***

Entry ii
{"formula": "C2H9N2", "method": "ωB97M-V/def2-TZVPD", "species": ["N", "H", "H", "H", "H", "C", "C", "N", "H", "H", "H", "H", "H"], "coordinates": [[0.2261, -0.2611, -2.1371], [0.6461, -0.1237, -0.6927], [0.5493, 0.5761, -2.7212], [-0.7511, -0.1389, -1.9158], [0.4694, -1.2219, -2.5402], [-0.8710, 0.4620, 1.9553], [-0.5716, -0.2042, 0.8895], [0.7254, 0.1047, 0.3283], [-0.1674, 1.1201, 2.4518], [-1.6992, 0.1676, 2.5600], [-0.8967, -1.1520, 0.6644], [0.9010, 1.0838, 0.3476], [1.4399, -0.4125, 0.8103]], "orbital_gap_ev": 11.8013, "total_charge": 1, "spin_multiplicity": 1, "homo_ev": -15.1721, "lumo_energy_ev": -3.37}

***

Quick ranking, most stable first: entry i, entry ii.

***

Entry i
{"formula": "C19H25N3O4S", "method": "ωB97M-V/def2-TZVPD", "species": ["C", "C", "N", "C", "C", "O", "N", "C", "C", "C", "C", "C", "C", "O", "C", "C", "O", "C", "S", "C", "C", "C", "C", "N", "O", "C", "C", "H", "H", "H", "H", "H", "H", "H", "H", "H", "H", "H", "H", "H", "H", "H", "H", "H", "H", "H", "H", "H", "H", "H", "H", "H"], "coordinates": [[3.4504, -2.1718, 2.2037], [2.5608, -1.2757, 1.3442], [1.1554, -1.4304, 1.6634], [0.6641, -0.6071, 2.7531], [0.4630, 0.8384, 2.2800], [1.1467, 1.7517, 2.6843], [-0.5264, 0.9482, 1.3674], [-0.8329, 2.1508, 0.6980], [-2.1348, 2.6184, 0.6652], [-2.4338, 3.8125, 0.0335], [-1.4203, 4.5452, -0.5540], [-0.1165, 4.0767, -0.5487], [0.1924, 2.8645, 0.0557], [1.4183, 2.2720, 0.0288], [2.5058, 3.0044, -0.4766], [0.2751, -2.1948, 0.9947], [-0.9229, -2.1710, 1.2462], [0.8178, -3.1227, -0.0726], [1.2094, -2.2494, -1.6311], [-0.3976, -2.3571, -2.5121], [-1.4505, -1.5276, -1.8917], [-1.5224, -0.1032, -1.8952], [-0.5640, 0.8367, -2.5207], [-2.5829, 0.2952, -1.2478], [-3.2310, -0.8132, -0.8025], [-2.5575, -1.9100, -1.1773], [-3.0912, -3.2308, -0.7699], [3.1990, -3.2209, 2.0649], [4.4908, -2.0250, 1.9280], [3.3370, -1.9309, 3.2575], [2.7218, -1.4864, 0.2859], [2.8164, -0.2267, 1.5161], [1.3908, -0.6124, 3.5673], [-0.2840, -1.0266, 3.0981], [-1.1401, 0.1581, 1.2145], [-2.9116, 2.0380, 1.1371], [-3.4509, 4.1704, 0.0099], [-1.6388, 5.4872, -1.0348], [0.6525, 4.6574, -1.0334], [2.3865, 3.2183, -1.5448], [3.3798, 2.3703, -0.3340], [2.6469, 3.9402, 0.0717], [1.7377, -3.6113, 0.2420], [0.0610, -3.8717, -0.3020], [-0.1603, -2.0041, -3.5166], [-0.6775, -3.4099, -2.5498], [0.4040, 0.7546, -2.0275], [-0.9351, 1.8525, -2.4235], [-0.4306, 0.5911, -3.5737], [-2.7143, -3.4695, 0.2247], [-2.7793, -4.0031, -1.4686], [-4.1763, -3.1896, -0.7267]], "orbital_gap_ev": 8.6417, "total_charge": 0, "spin_multiplicity": 1, "homo_ev": -8.1660, "smiles": "CCN(CC(=O)Nc1ccccc1OC)C(=O)CSCc1c(C)noc1C", "lumo_energy_ev": 0.48}

***

Entry ii
{"formula": "C19H25N3O4S", "method": "ωB97M-V/def2-TZVPD", "species": ["C", "O", "C", "C", "C", "C", "S", "O", "O", "N", "C", "C", "O", "N", "C", "C", "C", "C", "C", "C", "C", "N", "C", "C", "C", "C", "C", "H", "H", "H", "H", "H", "H", "H", "H", "H", "H", "H", "H", "H", "H", "H", "H", "H", "H", "H", "H", "H", "H", "H", "H", "H"], "coordinates": [[2.3375, 4.1866, 2.4792], [1.1844, 4.1120, 1.6720], [1.2040, 3.3116, 0.5770], [2.2899, 2.5337, 0.1794], [2.1842, 1.7322, -0.9434], [1.0101, 1.7087, -1.6651], [0.8545, 0.5729, -3.0359], [2.1049, 0.4852, -3.7273], [-0.3320, 0.9026, -3.7721], [0.5877, -0.9218, -2.3410], [-0.6538, -1.0324, -1.6066], [-0.4495, -0.4805, -0.1936], [0.6308, -0.5385, 0.3656], [-1.5211, 0.1349, 0.3394], [-1.4988, 0.7411, 1.6491], [-2.2031, -0.1269, 2.7014], [-1.4922, -1.4405, 2.8608], [-0.2740, -1.5259, 3.5280], [0.3516, -2.7558, 3.6171], [-0.2614, -3.8611, 3.0458], [-1.4728, -3.6729, 2.4030], [-2.0716, -2.4969, 2.3080], [-1.1583, -2.4930, -1.6233], [-0.1909, -3.4256, -0.9002], [-2.5620, -2.5982, -1.0319], [-0.0688, 2.4897, -1.2941], [0.0274, 3.2942, -0.1792], [2.0864, 4.8741, 3.2853], [3.1926, 4.5803, 1.9218], [2.5948, 3.2106, 2.9015], [3.2118, 2.5371, 0.7377], [3.0113, 1.1222, -1.2695], [1.3823, -1.1992, -1.7795], [-1.3691, -0.4064, -2.1497], [-2.4093, 0.0709, -0.1311], [-0.4464, 0.8709, 1.9112], [-1.9781, 1.7224, 1.5923], [-2.2110, 0.4124, 3.6498], [-3.2311, -0.3196, 2.3913], [0.1703, -0.6438, 3.9628], [1.3014, -2.8535, 4.1225], [0.1916, -4.8388, 3.0927], [-1.9949, -4.4967, 1.9337], [-1.1956, -2.7816, -2.6789], [-0.0379, -3.1012, 0.1261], [0.7705, -3.4434, -1.4059], [-0.5909, -4.4369, -0.8869], [-2.5517, -2.4014, 0.0383], [-3.2413, -1.9038, -1.5227], [-2.9464, -3.6041, -1.1833], [-0.9633, 2.4603, -1.8958], [-0.7924, 3.9200, 0.1362]], "orbital_gap_ev": 9.4297, "total_charge": 0, "spin_multiplicity": 1, "homo_ev": -8.9122, "smiles": "COc1ccc(S(=O)(=O)N[C@H](C(=O)NCCc2ccccn2)C(C)C)cc1", "lumo_energy_ev": 0.52}

***

Quick ranking, most stable first: entry ii, entry i.

***

Entry i
{"formula": "CH11NO5", "method": "ωB97M-V/def2-TZVPD", "species": ["N", "C", "O", "H", "H", "H", "O", "H", "H", "O", "H", "H", "O", "H", "H", "O", "H", "H"], "coordinates": [[0.3590, 1.2753, 2.2343], [0.1897, 0.9678, 0.9096], [0.9001, 0.2089, 0.3078], [-0.3960, 1.6747, 2.7704], [1.1314, 0.8703, 2.7317], [-0.6226, 1.5928, 0.4977], [-0.3454, 4.1760, -4.4082], [0.2266, 3.4071, -4.4950], [-1.1257, 3.9465, -4.9213], [-1.0492, -0.5167, -2.6346], [-1.2426, -0.2063, -1.7380], [-0.7238, -1.3938, -2.3836], [0.9817, -2.9218, 3.1459], [1.7431, -2.4016, 2.8598], [1.1038, -2.9283, 4.1055], [-0.7154, -2.7200, 0.7723], [-1.1771, -1.9221, 1.0446], [-0.3489, -3.0812, 1.5886]], "orbital_gap_ev": 10.7629, "total_charge": 0, "spin_multiplicity": 1, "homo_ev": -10.4922, "smiles": "NC=O.O.O.O.O", "lumo_energy_ev": 0.27}

***

Entry ii
{"formula": "CH11NO5", "method": "ωB97M-V/def2-TZVPD", "species": ["N", "C", "O", "H", "H", "H", "O", "H", "H", "O", "H", "H", "O", "H", "H", "O", "H", "H"], "coordinates": [[-1.5678, -1.5977, 1.0570], [-1.6093, -1.6278, 2.4324], [-2.6109, -1.6059, 3.0937], [-0.7338, -1.2278, 0.6225], [-2.4294, -1.4323, 0.5587], [-0.5768, -1.7756, 2.8084], [-2.3848, 2.1223, -1.0202], [-1.6549, 1.8897, -1.6046], [-2.5321, 3.0538, -1.2202], [3.2321, 1.8775, -1.5781], [2.9286, 1.7652, -0.6637], [3.7786, 1.1095, -1.7725], [1.4582, -2.6826, -2.7416], [0.9067, -3.1294, -2.0822], [1.4779, -1.7397, -2.5513], [1.0785, 1.7814, 1.3320], [0.6086, 0.9343, 1.3072], [0.6304, 2.2849, 2.0225]], "orbital_gap_ev": 10.2803, "total_charge": 0, "spin_multiplicity": 1, "homo_ev": -10.5021, "smiles": "NC=O.O.O.O.O", "lumo_energy_ev": -0.22}

***

Entry iii
{"formula": "CH11NO5", "method": "ωB97M-V/def2-TZVPD", "species": ["N", "C", "O", "H", "H", "H", "O", "H", "H", "O", "H", "H", "O", "H", "H", "O", "H", "H"], "coordinates": [[-0.4369, -3.1112, 0.0349], [-0.8170, -1.9033, 0.5091], [-0.3717, -1.3493, 1.5007], [-1.0639, -3.6420, -0.5403], [0.5304, -3.3149, 0.1962], [-1.8365, -1.6500, 0.1749], [0.6423, 0.0784, -2.8681], [0.3102, 0.9601, -2.8222], [1.4874, 0.1411, -2.4073], [2.5660, 1.5903, -1.3030], [2.1516, 1.2223, -0.5221], [2.2988, 2.5057, -1.3427], [-3.7742, 3.7355, 1.7988], [-2.9779, 4.2174, 2.0749], [-3.9617, 3.2331, 2.6144], [1.8327, -0.1971, 0.5661], [1.1413, -0.5640, 1.1331], [2.5932, -0.7403, 0.8191]], "orbital_gap_ev": 11.3461, "total_charge": 0, "spin_multiplicity": 1, "homo_ev": -10.6888, "smiles": "NC=O.O.O.O.O", "lumo_energy_ev": 0.66}

***

Quick ranking, most stable first: entry iii, entry i, entry ii.

***

Entry i
{"formula": "C9H12O3S", "method": "ωB97M-V/def2-TZVPD", "species": ["C", "S", "O", "O", "C", "C", "O", "C", "C", "C", "C", "C", "C", "H", "H", "H", "H", "H", "H", "H", "H", "H", "H", "H", "H"], "coordinates": [[-3.1660, -0.5802, -1.8036], [-1.3618, -0.7654, -1.7878], [-1.0061, -1.8488, -2.6590], [-0.7770, 0.5247, -2.0670], [-0.9815, -1.2735, -0.0761], [-0.8079, -0.0453, 0.8413], [-1.6638, 0.9945, 0.4531], [0.6597, 0.3356, 0.9080], [1.1974, 1.3769, 0.1667], [2.5503, 1.6633, 0.2477], [3.3774, 0.9167, 1.0669], [2.8462, -0.1233, 1.8116], [1.4964, -0.4098, 1.7325], [-3.4461, 0.0576, -0.9745], [-3.4390, -0.1243, -2.7471], [-3.6038, -1.5660, -1.7199], [-0.0810, -1.8789, -0.1262], [-1.8241, -1.8930, 0.2182], [-1.1359, -0.3178, 1.8537], [-1.3618, 1.3033, -0.4178], [0.5728, 1.9650, -0.4869], [2.9577, 2.4750, -0.3363], [4.4315, 1.1432, 1.1275], [3.4835, -0.7100, 2.4568], [1.0828, -1.2193, 2.3182]], "orbital_gap_ev": 9.9611, "total_charge": 0, "spin_multiplicity": 1, "homo_ev": -9.3392, "smiles": "CS(=O)(=O)C[C@H](O)c1ccccc1", "lumo_energy_ev": 0.62}

***

Entry ii
{"formula": "C9H12O3S", "method": "ωB97M-V/def2-TZVPD", "species": ["C", "C", "C", "C", "C", "C", "C", "C", "C", "O", "O", "O", "S", "H", "H", "H", "H", "H", "H", "H", "H", "H", "H", "H", "H"], "coordinates": [[-1.0125, -0.2257, -1.3906], [-1.0149, 0.9754, -0.8027], [0.0507, -1.2365, -1.1598], [1.2695, 0.7113, 0.0049], [-0.0484, 1.4055, 0.2780], [1.2182, -0.8266, -0.2182], [-2.2155, 1.8993, -1.1329], [-0.6865, 1.1063, 1.6405], [1.1629, -2.9908, 1.0708], [0.0075, -2.3297, -1.6803], [3.8729, 0.8255, -0.2119], [1.0694, -1.5562, 1.0238], [2.6741, 1.6593, -0.0657], [-1.8671, -0.3805, -1.9982], [-0.0318, 2.5328, 0.0076], [2.0720, -1.2758, -0.6160], [-2.1211, 2.6843, -0.5587], [-3.1504, 1.4089, -1.0711], [-2.0768, 2.2498, -2.1914], [-0.3383, 0.0897, 1.9769], [-1.7602, 1.0751, 1.5384], [-0.6149, 2.0429, 2.3598], [0.9334, -3.1552, 2.0501], [2.1848, -3.2722, 0.6094], [0.4230, -3.4169, 0.5372]], "orbital_gap_ev": [8.5909, 8.5918], "total_charge": 0, "spin_multiplicity": 1, "homo_ev": [-9.1192, -9.1198], "lumo_energy_ev": [-0.53, -0.53]}

***

Quick ranking, most stable first: entry i, entry ii.